This record from the OMol25 dataset describes a molecular structure, C57H127N7O3. The level of theory is ωB97M-V with the def2-TZVPD basis set.

Computed properties:
Kohn-Sham gap (eV): 9.87
Charge: +6

Geometry as XYZ:
```
194
C57H127N7O3 (ωB97M-V with the def2-TZVPD basis set)
C 0.1644 -4.4814 0.3154
C 1.6019 -3.9194 0.1149
C 2.1872 -3.0954 1.3097
N 3.4517 -2.2782 1.0189
C 4.1052 -1.8462 2.3817
C 4.5524 -3.0693 0.3467
C 5.5888 -2.0764 -0.2079
C 4.7510 -0.8284 -0.5317
C 3.3554 -1.1370 -0.0886
H -0.4081 -4.5368 -0.6105
H -0.3990 -3.7791 0.9298
H 0.1285 -5.4704 0.7722
H 1.5129 -3.3847 -0.8308
H 2.2023 -4.7893 -0.1516
H 2.3939 -3.5517 2.2778
H 1.4530 -2.3197 1.5271
H 4.9720 -1.2072 2.2133
H 4.3402 -2.7203 2.9890
H 3.2595 -1.2720 2.7602
H 5.0253 -3.7632 1.0417
H 4.0395 -3.5109 -0.5077
H 6.4628 -1.9327 0.4274
H 5.9944 -2.5320 -1.1112
H 5.1513 0.0181 0.0262
H 4.8997 -0.4714 -1.5508
H 2.8152 -0.3374 0.4182
H 2.7964 -1.6391 -0.8783
C 4.2988 2.1620 10.0701
C 3.3984 2.5166 8.8972
C 4.0674 2.7268 7.4951
N 3.0693 2.9377 6.3382
C 2.2141 4.1892 6.5917
C 2.1731 1.7084 6.0069
C 1.9533 1.7854 4.4943
C 3.2935 2.3219 3.9174
C 3.9347 3.1054 5.0585
H 3.7428 2.2676 11.0016
H 5.1896 2.7734 9.9259
H 4.7729 1.1807 10.0905
H 2.7795 3.3984 9.0633
H 2.6871 1.6953 8.8103
H 4.7018 1.9059 7.1609
H 4.6634 3.6354 7.5811
H 1.4546 3.8709 7.3058
H 1.6469 4.3472 5.6744
H 2.8443 5.0577 6.7829
H 1.2873 1.5935 6.6317
H 2.7062 0.7973 6.2783
H 1.1302 2.4658 4.2759
H 1.7350 0.8088 4.0622
H 3.2405 2.9417 3.0224
H 4.0551 1.6099 3.5996
H 3.9852 4.1713 4.8360
H 4.9562 2.7485 5.1892
C -2.5398 2.4167 -2.9725
C -2.2960 1.1967 -3.9472
C -2.7896 -0.1467 -3.4949
N -2.4486 -1.3102 -4.4455
C -2.9285 -1.0713 -5.9283
C -3.0528 -2.6008 -3.8865
C -1.8702 -3.4464 -3.4039
C -0.6967 -3.0163 -4.2677
C -0.8783 -1.5433 -4.5150
H -2.2018 3.3695 -3.3802
H -1.8767 2.4002 -2.1075
H -3.5918 2.4864 -2.6961
H -1.2384 1.1341 -4.2035
H -2.8030 1.6102 -4.8190
H -3.8775 -0.1766 -3.4353
H -2.4454 -0.4062 -2.4937
H -4.0157 -1.0528 -5.8527
H -2.5701 -1.9052 -6.5318
H -2.3957 -0.1289 -6.0555
H -3.6172 -3.0586 -4.6989
H -3.8021 -2.4691 -3.1059
H -1.9759 -4.5144 -3.5948
H -1.8415 -3.2668 -2.3292
H -0.9148 -3.4354 -5.2500
H 0.2478 -3.2814 -3.7926
H -0.4519 -1.1260 -5.4272
H -0.4617 -0.9236 -3.7210
C -3.8832 1.0272 0.3444
C -4.0791 -0.3888 0.9139
C -4.0515 -0.7015 2.4207
N -2.6530 -0.5618 3.1170
C -1.9043 0.7086 2.9103
C -2.7386 -0.8572 4.6771
C -1.4663 -1.6243 5.0925
C -0.6488 -1.9790 3.8590
C -1.8182 -1.8590 2.8452
H -2.8488 1.3441 0.2114
H -4.2919 1.7311 1.0694
H -4.4356 1.1103 -0.5916
H -3.6079 -1.2724 0.4835
H -5.0836 -0.6473 0.5789
H -4.4286 -1.7052 2.6172
H -4.6303 -0.0623 3.0874
H -1.6215 0.8140 1.8629
H -1.0049 0.6060 3.5176
H -2.5197 1.5731 3.1595
H -2.8859 0.0583 5.2500
H -3.6275 -1.4526 4.8851
H -0.8590 -1.1489 5.8628
H -1.9166 -2.4701 5.6121
H 0.1152 -1.2821 3.5144
H -0.4163 -3.0419 3.7928
H -1.2899 -1.8489 1.8919
H -2.5442 -2.6572 2.9999
C -3.5875 -5.4677 -0.3644
C -5.0609 -5.6648 -0.0171
C -5.7029 -4.3778 0.5736
N -7.1988 -4.5912 0.8904
C -7.9325 -5.5021 -0.1047
C -7.9240 -3.2497 0.8510
C -9.0425 -3.3396 1.9051
C -8.8927 -4.6660 2.7257
C -7.3879 -5.0649 2.3111
H -3.2008 -6.1052 -1.1595
H -3.0696 -5.6624 0.5747
H -3.2426 -4.5101 -0.7546
H -5.2311 -6.5543 0.5894
H -5.5904 -5.8648 -0.9487
H -5.8037 -3.6503 -0.2318
H -5.0864 -3.9774 1.3785
H -7.6583 -6.5205 0.1707
H -7.5452 -5.1730 -1.0690
H -9.0147 -5.3749 -0.0759
H -8.3222 -2.9379 -0.1145
H -7.1862 -2.5173 1.1786
H -10.0466 -3.1536 1.5239
H -8.7440 -2.5490 2.5936
H -9.6252 -5.3113 2.2408
H -9.0265 -4.7983 3.7993
H -7.0752 -6.1080 2.3596
H -6.7053 -4.4226 2.8675
C -1.4027 5.0632 0.8221
C -0.1011 4.3096 0.3792
C 0.7985 5.2464 -0.3763
N 2.0835 4.5206 -0.8660
C 1.8038 3.6116 -2.0513
C 3.1818 5.5454 -1.2977
C 4.5158 4.8798 -0.8262
C 4.2917 3.7199 0.0654
C 2.7759 3.7386 0.2864
H -1.7241 5.8019 0.0879
H -1.1302 5.7161 1.6514
H -2.2723 4.4808 1.1267
H -0.4804 3.5159 -0.2644
H 0.4239 3.9037 1.2438
H 0.9930 6.0503 0.3337
H 0.3841 5.5927 -1.3231
H 2.6769 3.2714 -2.6081
H 1.2405 4.2237 -2.7557
H 1.0880 2.8807 -1.6751
H 3.0549 6.0204 -2.2705
H 3.0790 6.3804 -0.6047
H 5.1332 4.5502 -1.6617
H 5.1549 5.6083 -0.3273
H 4.4603 2.8051 -0.5028
H 4.9732 3.5945 0.9067
H 2.2657 2.7895 0.4511
H 2.5648 4.4200 1.1106
C 2.1930 0.0139 -3.5559
C 3.0409 0.2967 -4.7176
C 2.9787 1.7952 -5.2440
N 3.8140 2.0416 -6.5244
C 5.3065 1.7362 -6.2359
C 3.4959 3.4366 -7.0598
C 3.3698 3.4109 -8.5404
C 3.6356 2.0089 -9.0060
C 3.4333 1.1100 -7.7909
H 2.0773 -1.0477 -3.3375
H 1.1963 0.4537 -3.5910
H 2.6406 0.4419 -2.6589
H 2.8333 -0.4363 -5.4972
H 4.0240 -0.1290 -4.5165
H 3.3504 2.5124 -4.5121
H 1.9445 1.9615 -5.5452
H 5.7190 2.4839 -5.5586
H 5.7593 1.8919 -7.2151
H 5.5516 0.7600 -5.8175
H 4.3438 4.0726 -6.8057
H 2.5480 3.8132 -6.6755
H 3.9831 4.1199 -9.0966
H 2.3306 3.6809 -8.7280
H 4.5867 1.8954 -9.5262
H 2.8235 1.8313 -9.7111
H 3.9613 0.1634 -7.6760
H 2.3852 0.9017 -7.5757
O 0.3769 -0.1780 0.9373
C -0.2277 -0.2768 -0.2291
O -0.0315 0.8083 -0.8344
O -0.9064 -1.2704 -0.5818
H 0.6278 0.6331 0.4894
```